# 1
Below is a molecular structure, C31H75N5O6 in a non-equilibrium geometry, with properties calculated with ωB97M-V/def2-TZVPD.

```
117
C31H75N5O6, DFT ωB97M-V/def2-TZVPD
C 1.526 -5.874 1.870
C 0.039 -5.651 1.574
C -0.747 -6.177 2.809
C -0.753 -5.393 4.120
C -1.209 -3.953 3.728
C -0.341 -3.317 2.539
N -0.250 -4.258 1.302
O 0.496 -3.878 0.254
C -1.097 -2.117 1.996
C 1.024 -2.748 3.118
C -0.448 -6.487 0.376
H 2.007 -5.577 0.939
H 1.865 -6.832 2.266
H 2.118 -5.251 2.540
H -1.767 -6.225 2.428
H -0.364 -7.185 2.975
H 0.262 -5.338 4.512
H -1.386 -5.845 4.884
H -1.205 -3.430 4.685
H -2.258 -3.921 3.432
H -0.609 -1.478 1.259
H -1.951 -2.499 1.437
H -1.511 -1.565 2.840
H 0.766 -2.036 3.903
H 1.652 -3.520 3.563
H 1.591 -2.277 2.315
H -0.531 -7.554 0.579
H 0.184 -6.411 -0.509
H -1.466 -6.276 0.048
H -0.177 -3.616 -0.379
C -0.292 1.194 2.842
C 1.178 0.740 3.018
C 1.843 1.506 1.903
C 3.369 1.426 2.090
C 3.873 1.910 3.455
C 3.115 1.224 4.662
N 1.644 1.086 4.412
O 0.751 0.679 5.446
C 3.737 -0.145 4.942
C 3.301 2.075 5.857
C 1.218 -0.773 2.604
H -0.800 0.489 3.500
H -0.738 1.274 1.851
H -0.599 2.160 3.245
H 1.488 1.052 0.978
H 1.610 2.569 1.837
H 3.957 1.873 1.289
H 3.844 0.457 1.936
H 3.996 2.981 3.612
H 4.907 1.568 3.493
H 3.244 -0.513 5.842
H 3.601 -0.883 4.152
H 4.825 -0.103 4.981
H 4.369 2.288 5.906
H 2.696 2.982 5.854
H 3.144 1.500 6.769
H 0.414 -1.084 1.937
H 1.026 -1.341 3.514
H 2.223 -1.113 2.355
H 0.198 1.461 5.508
C -1.141 3.723 0.497
O -1.324 4.564 1.582
H -0.309 4.121 -0.084
H -1.019 2.691 0.827
H -2.058 3.704 -0.091
H -2.005 5.236 1.502
C 4.337 1.402 -1.620
C 3.226 2.064 -2.430
C 1.924 1.182 -2.605
O 2.190 -0.089 -3.200
C 1.762 -1.259 -2.675
N 2.694 3.258 -1.857
H 4.488 0.408 -2.039
H 3.968 1.040 -0.660
H 5.249 1.996 -1.564
H 3.687 2.289 -3.392
H 1.171 1.694 -3.204
H 1.401 1.135 -1.650
H 2.425 -1.668 -1.912
H 1.595 -1.941 -3.509
H 0.813 -1.177 -2.145
H 2.514 3.116 -0.873
H 3.269 4.077 -1.999
C -3.958 2.070 -8.433
C -5.220 2.220 -7.628
C -5.200 3.052 -6.274
O -3.997 2.703 -5.540
C -3.904 3.505 -4.319
N -6.247 2.908 -8.513
H -3.201 1.397 -8.029
H -3.369 2.984 -8.358
H -4.094 1.811 -9.483
H -5.564 1.200 -7.453
H -6.126 2.792 -5.762
H -5.104 4.103 -6.547
H -3.524 4.498 -4.559
H -3.179 3.214 -3.559
H -4.914 3.610 -3.923
H -6.261 2.505 -9.439
H -5.853 3.836 -8.571
C -2.354 0.651 -3.203
C -2.055 1.556 -2.023
C -0.632 1.371 -1.468
O -0.461 0.080 -1.046
C 0.111 -0.203 0.178
N -2.424 2.974 -2.338
H -2.475 -0.350 -2.790
H -1.725 0.618 -4.093
H -3.361 0.767 -3.604
H -2.793 1.241 -1.285
H -0.650 2.079 -0.639
H 0.290 1.568 -2.015
H 1.139 0.154 0.114
H 0.112 -1.287 0.293
H -0.401 0.180 1.061
H -1.982 3.179 -3.222
H -2.082 3.597 -1.620
```

Kohn-Sham gap in Eh: 0.2986
Energy above the lowest of the compared OMol25 structures with the same formula, charge and spin in kJ/mol: 1430.1
Charge: 0

***

# 2
Below is 9 unconnected molecules or ions with the total composition C31H76Cl7N4O13 in a non-equilibrium geometry, with properties calculated with ωB97M-V/def2-TZVPD.

```
131
C31H76Cl7N4O13, DFT ωB97M-V/def2-TZVPD
Cl -0.416 0.991 0.825
O -0.129 1.860 -0.240
O -1.660 0.369 0.546
O 0.692 0.069 1.025
O -0.670 1.738 2.057
Cl -2.327 6.497 0.589
C -1.255 5.131 0.024
C -1.373 4.920 -1.525
Cl -0.675 6.225 -2.561
H -1.653 4.240 0.509
H -0.233 5.308 0.361
H -2.421 4.843 -1.814
H -0.859 3.990 -1.768
Cl 2.534 5.301 3.334
C 2.484 3.525 3.170
C 3.317 2.896 4.321
Cl 5.009 3.404 4.230
H 2.997 3.286 2.238
H 1.437 3.256 3.030
H 3.143 1.827 4.448
H 2.960 3.384 5.228
Cl -4.820 0.877 2.128
C -3.872 1.887 3.291
C -4.405 1.832 4.634
Cl -3.299 2.491 5.834
H -3.858 2.900 2.888
H -2.859 1.486 3.284
H -4.733 0.801 4.762
H -5.278 2.474 4.754
C -0.530 -3.357 0.245
O -1.248 -3.549 -0.993
H 0.555 -3.383 0.139
H -0.857 -2.423 0.702
H -0.831 -4.199 0.869
H -0.574 -3.396 -1.659
C -0.783 -6.346 -5.385
O 0.239 -5.370 -4.980
C 0.652 -5.614 -3.600
C 1.604 -4.436 -3.319
N 0.846 -3.227 -2.967
C 1.680 -2.004 -2.728
C 0.661 -0.954 -2.414
O 0.034 -0.629 -3.652
C -0.627 0.599 -3.528
H -1.781 -6.185 -4.978
H -0.541 -7.328 -4.978
H -0.784 -6.511 -6.462
H 1.165 -6.560 -3.772
H -0.235 -5.820 -3.000
H 2.331 -4.370 -4.129
H 2.054 -4.711 -2.366
H 0.240 -3.144 -3.771
H 2.413 -1.634 -3.444
H 2.372 -2.132 -1.895
H 1.279 -0.116 -2.092
H -0.049 -1.115 -1.602
H -1.086 0.798 -4.496
H 0.105 1.381 -3.330
H -1.395 0.785 -2.776
C -7.400 -2.576 -0.207
O -6.301 -2.312 -1.078
C -5.282 -1.436 -0.556
C -4.141 -1.889 -1.446
N -4.403 -1.660 -2.847
C -3.152 -1.948 -3.549
C -3.249 -2.131 -5.136
O -3.793 -3.403 -5.360
C -3.684 -4.017 -6.621
H -7.099 -3.317 0.533
H -8.194 -3.123 -0.717
H -7.768 -1.619 0.164
H -5.058 -1.602 0.497
H -5.576 -0.395 -0.695
H -3.993 -2.916 -1.114
H -3.240 -1.326 -1.200
H -5.195 -2.194 -3.175
H -2.735 -2.893 -3.203
H -2.410 -1.170 -3.370
H -2.285 -1.957 -5.612
H -3.955 -1.364 -5.456
H -4.424 -3.645 -7.330
H -3.983 -5.057 -6.491
H -2.684 -3.995 -7.054
C 3.589 -2.008 5.127
O 2.313 -2.515 5.449
C 1.310 -2.321 4.561
C 0.888 -0.885 4.458
N 0.365 -0.523 5.816
C 0.314 0.967 5.972
C -0.428 1.351 7.263
O 0.442 0.984 8.355
C 1.322 2.006 8.881
H 3.697 -0.998 5.522
H 3.765 -1.996 4.052
H 4.273 -2.701 5.616
H 0.456 -2.852 4.982
H 1.496 -2.916 3.668
H 0.124 -0.848 3.681
H 1.669 -0.191 4.148
H 0.877 -0.963 6.567
H -0.256 1.430 5.166
H 1.309 1.407 5.918
H -1.282 0.699 7.445
H -0.553 2.422 7.424
H 1.549 2.613 8.005
H 2.244 1.640 9.332
H 0.811 2.751 9.491
C 2.855 6.445 -0.593
O 3.454 5.200 -0.297
C 2.789 4.042 -0.820
C 3.784 2.972 -0.483
N 4.989 2.917 -1.303
C 4.833 2.658 -2.759
C 4.375 1.188 -2.975
O 4.341 0.889 -4.427
C 4.834 -0.442 -4.559
H 2.122 6.297 -1.386
H 3.522 7.154 -1.083
H 2.242 6.920 0.174
H 2.430 4.061 -1.849
H 1.857 3.914 -0.270
H 3.272 2.014 -0.387
H 4.208 3.132 0.508
H 5.642 3.667 -1.126
H 5.824 2.836 -3.175
H 4.213 3.382 -3.286
H 3.431 0.927 -2.497
H 5.196 0.678 -2.472
H 4.439 -0.638 -5.556
H 4.449 -1.218 -3.897
H 5.922 -0.460 -4.603
```

Kohn-Sham gap (alpha / beta) in Eh: 0.0344 / 0.2930
Charge: -2
Spin multiplicity: 2
⟨S²⟩: 0.751